No. 1
112
Properties=species:S:1:pos:R:3:forces:R:3 method="wB97M-V/def2-TZVPD" de_lowest_kj_mol=0.0 largest_force_ev_per_a=8.697 molar_mass_g_mol=861.4 orbital_gap_ha=0.18029 homo_energy_ev=-9.14
C -2.487201 -2.450148 -1.151434 -1.3 -3.2 0.4
C -2.958001 -3.696439 -0.088353 0.0 -0.7 -3.4
C -1.777350 -4.532269 0.370501 0.9 1.9 1.5
C -0.959614 -3.755518 1.409243 -3.6 5.1 -3.1
C -1.724262 -3.369375 2.639097 0.4 2.4 -0.3
C -3.078286 -2.648543 2.383914 -0.9 -0.1 0.6
N -3.664629 -3.054570 1.056433 -5.0 2.4 -2.1
O -4.869666 -2.634875 0.861921 5.7 -2.4 0.5
C -2.866017 -1.122845 2.336738 -0.2 0.2 -0.9
C -4.242912 -3.035604 3.404766 -2.2 -0.4 -1.2
C -3.890165 -4.708470 -0.904805 2.6 -1.2 3.0
H -3.396853 -2.017485 -1.617314 0.8 -0.2 0.2
H -1.720048 -2.929168 -1.811193 -1.1 0.2 0.2
H -1.937185 -1.832427 -0.541290 1.0 2.1 1.1
H -0.975216 -4.784962 -0.326160 -0.9 -0.3 -0.9
H -2.237743 -5.380620 0.838219 0.3 -0.9 0.2
H -0.527012 -2.730634 0.950112 -0.4 -2.7 0.8
H -0.329290 -4.377578 1.801874 4.8 -3.2 1.5
H -0.904848 -2.745266 3.155173 -2.1 -0.6 0.1
H -1.969962 -4.240383 3.144226 -0.2 -1.7 1.5
H -3.640844 -0.498560 1.992469 -2.4 -0.1 -0.1
H -2.246829 -0.819403 1.512144 1.7 -0.3 0.2
H -2.647073 -0.642656 3.271831 0.9 -0.5 0.5
H -5.238324 -2.505121 3.311453 1.8 0.8 -0.1
H -3.784194 -2.855913 4.320793 0.4 0.3 1.9
H -4.828097 -4.014831 3.446698 2.2 0.1 -0.6
H -4.732514 -4.296350 -1.182615 -4.6 2.7 -1.1
H -4.237814 -5.531309 -0.192571 1.0 0.6 -1.3
H -3.509484 -4.994538 -1.886302 1.0 -0.5 0.7
B 1.306673 -0.357119 0.994711 2.6 2.4 1.5
F 2.389777 0.529199 0.579666 -0.7 -0.3 -0.8
F 0.299291 -0.425029 0.100572 -1.3 -0.7 -1.9
F 1.941583 -1.521487 1.315581 -0.1 -1.8 -0.2
F 0.808339 0.235675 2.141821 -0.8 0.1 1.1
C 1.331005 1.455227 -2.865693 -1.6 1.8 0.1
C 2.135884 0.595116 -3.745013 -2.0 -3.3 -0.5
O 1.657037 0.138886 -4.782528 1.2 0.8 0.6
C 3.397729 0.042547 -3.124925 0.9 0.8 0.2
H 0.763581 0.821437 -1.992772 1.4 1.7 -2.3
H 0.698179 2.209906 -3.564281 0.9 -2.1 2.0
H 2.136944 2.050968 -2.450089 -0.5 0.6 1.1
H 3.897948 0.881818 -2.606525 0.1 -0.4 -0.3
H 4.024164 -0.289808 -3.955968 0.1 -0.4 0.4
H 3.275073 -0.703445 -2.291849 -0.3 0.5 -1.2
C -5.631799 1.391923 -5.932937 -3.4 -0.1 0.6
O -5.515292 1.320067 -4.489235 1.5 -1.0 0.8
P -4.169434 1.869224 -3.701607 2.0 2.8 -4.8
O -3.022549 2.018866 -4.649286 -1.3 -0.3 0.1
O -4.677443 3.321949 -3.248472 0.4 -2.8 2.9
C -5.035333 4.275376 -4.167384 -1.9 -0.6 0.2
O -3.602075 1.148332 -2.467413 -2.0 -1.0 3.0
C -2.192746 0.975565 -2.193202 2.7 1.4 -1.9
H -6.675156 0.993889 -6.222420 1.2 1.6 1.0
H -5.129719 0.970062 -6.719285 2.9 -3.7 -0.4
H -5.285519 2.290565 -6.345148 -0.9 2.8 0.4
H -4.532095 4.090635 -5.030639 1.1 -0.5 -3.0
H -4.660025 5.161932 -3.836450 0.8 2.7 1.2
H -6.107759 4.338521 -4.288608 -0.3 -0.1 -0.2
H -1.665446 0.897601 -1.172761 -2.3 0.0 -0.8
H -1.678911 1.865470 -2.685195 -0.6 -1.1 0.7
H -1.895984 0.138583 -2.827724 0.2 -0.1 0.3
C 1.608192 -6.832231 -3.741483 -0.3 4.5 -6.6
O 2.658012 -6.214470 -3.158110 3.9 3.2 2.1
P 2.442933 -4.953280 -2.137137 -2.4 -0.8 0.3
O 1.266799 -5.325710 -1.333677 -0.5 0.4 0.8
O 3.740646 -4.775629 -1.202869 -0.4 -0.3 -2.5
C 3.724626 -4.039481 0.021718 -4.4 3.1 0.5
O 2.020624 -3.612569 -3.020847 2.4 -1.8 -0.5
C 1.314261 -2.632945 -2.295387 -2.4 -1.7 0.2
H 1.227234 -7.573631 -3.272474 -3.5 -4.0 4.6
H 1.935932 -7.457393 -4.579863 0.9 0.7 -0.5
H 0.923838 -6.035930 -4.256841 0.6 -1.7 1.3
H 3.459189 -2.797901 -0.157936 1.4 -3.6 0.5
H 4.658507 -4.259286 0.489901 0.4 0.2 0.4
H 2.760319 -4.335208 0.666726 2.4 0.3 -1.3
H 0.881176 -1.786164 -2.794598 0.4 0.0 -1.1
H 1.801564 -2.354644 -1.452886 2.2 1.5 2.3
H 0.535181 -3.203617 -1.806356 -1.0 0.1 -0.1
C -1.545384 7.601510 2.519747 3.8 0.6 -3.6
O -1.335918 6.216867 2.375517 0.9 -3.8 0.3
P -0.073351 5.456486 1.631644 0.1 5.6 -6.6
O 0.084656 6.103716 0.179605 -0.7 -2.2 4.7
O 1.207009 5.789307 2.474396 -3.1 -1.8 0.3
C 2.231092 6.634631 2.071395 0.0 -2.0 -0.8
O -0.129426 3.899821 1.537704 -1.5 0.7 3.9
C 0.123073 3.256749 0.357261 1.7 -2.6 -2.6
H -0.739872 8.040443 3.150444 -0.5 0.0 -0.7
H -2.457239 7.815352 2.885597 -3.1 0.0 1.8
H -1.616770 8.007600 1.439237 0.8 -0.1 1.7
H 2.056495 7.529318 1.640849 -1.6 2.9 -1.2
H 2.899454 6.144921 1.444684 1.3 -1.2 -1.1
H 2.545133 6.682924 3.003326 3.3 1.6 3.9
H 0.344340 2.130324 0.435928 -1.5 1.4 0.9
H 1.189314 3.455219 0.076764 -1.2 0.9 -0.8
H -0.730115 3.477639 -0.330684 1.4 -0.2 -0.1
C 4.409737 -0.571776 3.466654 3.3 0.7 -1.5
O 4.117576 0.483703 4.362987 -1.2 2.7 1.7
P 4.971886 1.862697 4.444745 1.9 -0.5 -1.3
O 6.282822 1.761470 3.808782 0.6 -0.7 -1.0
O 4.131061 3.002146 3.721802 0.1 1.1 2.7
C 3.142644 2.746930 2.806908 -1.2 -5.2 -3.1
O 5.322825 2.369209 5.924780 -2.5 -1.7 0.2
C 6.575232 2.963645 6.226513 0.6 1.9 1.3
H 3.971679 -1.486892 3.786939 -0.3 -0.5 0.9
H 5.592983 -0.557085 3.620044 -2.3 -0.9 -1.5
H 3.997934 -0.434258 2.397725 1.0 0.4 1.6
H 2.793331 3.497544 2.116333 -0.1 1.4 1.0
H 2.251323 2.056298 3.215064 1.9 1.8 -0.9
H 3.683439 2.111763 1.974968 -1.3 0.4 1.4
H 6.477001 3.358261 7.342444 0.4 -1.3 -2.2
H 6.517235 3.879202 5.621649 1.0 -0.1 0.2
H 7.545279 2.377812 6.019853 -1.9 0.6 0.3

=====

No. 2
104
Properties=species:S:1:pos:R:3:forces:R:3 method="wB97M-V/def2-TZVPD" total_charge=-1 largest_force_ev_per_a=2.130 molar_mass_g_mol=851.5 orbital_gap_ha=0.23889 homo_energy_ev=-4.45
O 3.841771 3.957008 3.415639 -0.8 0.0 0.8
P 3.734427 2.628542 2.481271 1.9 -0.4 -1.0
O 3.286508 1.362716 3.425005 -0.4 0.6 0.2
S 5.588931 2.229685 1.899573 0.2 0.1 -0.1
P 2.469571 2.826517 0.545675 -1.2 -0.3 -1.6
C 1.793690 4.570227 0.995235 -0.4 -0.3 0.5
C 0.863058 4.850583 2.199972 0.3 0.3 -0.7
C -0.067506 3.822265 2.779929 -0.9 1.6 -0.2
F 0.526465 2.786707 3.296236 1.0 -1.8 0.3
Br -0.845684 4.719139 4.416107 -0.2 0.0 0.1
C -1.306711 3.372813 1.923870 1.0 0.8 0.3
F -1.748946 2.248234 2.416432 -0.4 -1.9 0.5
F -2.294432 4.237710 2.068912 -1.1 1.3 -0.1
Br -1.037240 3.224447 0.044051 0.1 -0.3 -0.6
H 4.578879 4.502196 3.105639 0.1 -0.4 0.1
H 3.293810 0.625147 2.791351 0.0 0.0 0.3
H 3.647885 3.435176 -0.046197 0.0 0.2 0.3
H 3.029571 1.514186 0.207861 0.2 -0.1 0.2
H 1.329261 2.116714 1.131835 0.1 0.2 0.3
H 1.744626 2.847832 -0.727625 0.2 0.0 0.0
H 1.320378 4.942042 0.101728 -0.3 -0.1 -0.5
H 2.659829 5.202664 1.117996 0.5 0.2 0.2
H 0.232476 5.693791 1.959882 -0.4 0.3 -0.2
H 1.456629 5.207892 3.020289 0.4 -0.1 0.5
C 5.764516 -1.535457 4.286496 -0.1 0.1 -0.1
O 6.236044 -1.930854 3.008185 0.1 -0.1 0.2
C 7.450858 -1.293390 2.644682 -0.2 -0.1 -0.2
C 8.636450 -2.216131 2.817724 0.2 0.2 0.1
O 8.873782 -2.534064 4.184890 -0.1 -0.1 0.0
C 8.389328 -3.809867 4.549738 0.0 0.0 0.0
H 4.966288 -2.221068 4.570816 0.0 0.0 -0.1
H 6.555318 -1.583052 5.040027 0.0 0.0 0.0
H 5.360688 -0.518978 4.244568 0.0 0.0 0.1
H 7.587369 -0.371533 3.215037 0.0 0.0 0.0
H 7.367437 -1.022236 1.588160 0.0 0.1 0.0
H 9.533435 -1.709221 2.447241 0.0 0.0 0.0
H 8.497032 -3.129660 2.230707 0.0 0.0 0.0
H 9.033113 -4.597218 4.138291 -0.1 0.0 0.0
H 7.363033 -3.964827 4.208296 0.0 0.0 0.0
H 8.410516 -3.874834 5.637160 0.0 0.0 0.0
C -4.214763 -1.855481 4.344721 0.0 0.0 0.0
O -3.532866 -2.614273 3.363020 -0.1 0.1 0.0
C -4.378014 -3.089225 2.328312 0.3 -0.2 0.0
C -4.253009 -2.243931 1.078575 -0.3 0.1 -0.1
O -4.754058 -0.933442 1.288067 0.1 0.0 0.1
C -3.734482 0.034627 1.510843 -0.1 0.0 0.0
H -3.465327 -1.360710 4.959903 0.0 0.0 0.0
H -4.856741 -1.095606 3.893373 0.0 0.0 0.0
H -4.818763 -2.511172 4.983051 0.0 0.0 0.0
H -5.419716 -3.127863 2.664119 0.0 0.1 0.0
H -4.058895 -4.111804 2.099550 0.0 0.0 0.0
H -4.855309 -2.697841 0.282260 0.0 0.0 0.0
H -3.213312 -2.215614 0.740552 0.0 0.0 0.0
H -3.212874 0.274350 0.578231 0.0 0.0 0.0
H -3.012128 -0.309884 2.252259 0.0 0.0 0.0
H -4.214130 0.937699 1.884064 0.0 0.0 0.0
C -6.946561 -5.466617 -0.101522 0.1 -0.1 0.0
O -5.846800 -5.871511 -0.897449 -0.2 0.1 0.0
C -6.221204 -6.705515 -1.983451 0.3 0.0 0.1
C -6.261901 -5.933679 -3.282752 -0.3 -0.1 -0.1
O -7.291174 -4.956529 -3.277033 0.1 0.1 0.1
C -6.803913 -3.650559 -3.018947 -0.1 0.0 0.0
H -6.606968 -4.666907 0.555340 0.1 0.0 0.0
H -7.772783 -5.093610 -0.710916 0.0 0.0 0.0
H -7.294441 -6.303995 0.513598 -0.1 0.0 0.0
H -7.187473 -7.181041 -1.790359 0.0 0.0 0.0
H -5.465421 -7.493649 -2.062975 0.0 0.0 0.0
H -6.475687 -6.628274 -4.101962 0.0 0.0 0.0
H -5.290582 -5.470232 -3.478378 0.0 0.0 0.0
H -6.277484 -3.257032 -3.895299 0.0 0.0 0.0
H -6.134362 -3.637301 -2.155734 0.0 0.0 0.0
H -7.658079 -3.009175 -2.807099 0.0 0.0 0.0
C -3.174421 1.321562 -4.143841 0.1 0.0 0.0
O -3.141890 2.115053 -2.973561 -0.1 -0.1 -0.1
C -4.220383 3.032879 -2.885948 0.3 0.1 0.2
C -5.292161 2.540665 -1.941374 -0.3 0.0 -0.1
O -5.930040 1.373913 -2.438936 0.1 -0.1 0.0
C -5.458770 0.186507 -1.821550 -0.1 0.0 0.0
H -2.452732 0.515953 -4.017196 0.0 0.0 0.0
H -4.163579 0.887019 -4.309999 0.0 0.0 0.0
H -2.886588 1.916837 -5.018090 0.0 0.0 0.0
H -4.642122 3.229284 -3.876786 0.0 0.0 0.0
H -3.813623 3.972240 -2.497687 0.0 0.0 0.0
H -6.059981 3.315561 -1.844082 0.0 0.0 0.0
H -4.868873 2.357941 -0.949131 0.1 0.0 0.0
H -5.850880 0.102818 -0.803884 0.1 -0.1 0.0
H -4.366826 0.151694 -1.793570 0.0 0.0 0.0
H -5.819383 -0.659727 -2.407363 -0.1 0.0 0.0
C 3.652293 1.815186 -3.301523 0.0 0.0 0.1
O 4.593238 2.780762 -2.868593 0.0 -0.1 -0.4
C 5.912210 2.271183 -2.798310 -0.1 0.3 0.3
C 6.742494 2.708548 -3.983939 0.1 -0.3 0.0
O 6.277300 2.140076 -5.203913 -0.1 0.1 0.0
C 5.502424 3.037917 -5.972232 0.0 0.0 0.0
H 2.718853 2.329077 -3.525466 0.0 0.1 0.1
H 3.993914 1.293141 -4.200904 0.0 0.0 0.0
H 3.467853 1.089501 -2.502690 0.0 0.0 0.0
H 5.903120 1.180344 -2.716551 0.0 0.0 0.0
H 6.361452 2.672655 -1.884208 0.0 -0.1 0.0
H 7.771832 2.362896 -3.841488 0.0 0.0 0.0
H 6.758839 3.800554 -4.051971 0.0 0.0 0.0
H 6.143479 3.796229 -6.438566 -0.1 0.1 0.0
H 4.738058 3.530941 -5.366955 0.0 0.0 0.0
H 5.011657 2.464746 -6.758336 0.0 0.0 0.0